Record 1
The following is a DFT calculation (the ωB97M-V functional and the def2-TZVPD basis) of 6 unconnected molecules or ions with the total composition C21H35FN2O18S in a non-equilibrium geometry.

CARTESIAN COORDINATES (ANGSTROEM)
C  1.15250  -2.22417  1.45213
C  -0.09662  -1.49355  0.97991
O  0.12270  -0.07844  1.21009
N  -0.36449  0.69607  0.16632
C  -1.15664  1.83477  0.65116
C  -2.42135  1.38198  1.35857
C  -3.24644  0.26792  0.66230
C  -3.21581  0.26817  -0.85819
N  -3.47128  1.61458  -1.40803
S  0.97268  1.13909  -0.73950
O  1.43243  0.00209  -1.45562
O  1.92100  1.89052  0.01359
F  0.32184  2.09109  -1.78315
H  1.93295  -1.47266  1.55964
H  0.98893  -2.72072  2.40664
H  1.49293  -2.97863  0.74627
H  -0.99294  -1.79943  1.51744
H  -0.25882  -1.66195  -0.08174
H  -0.54480  2.39460  1.37069
H  -1.38412  2.51809  -0.16096
H  -2.15496  1.02740  2.35456
H  -3.06870  2.24452  1.50836
H  -2.98217  -0.69101  1.08892
H  -4.28914  0.43689  0.94636
H  -2.27234  -0.11800  -1.23938
H  -3.97067  -0.44463  -1.19843
H  -4.46928  1.76602  -1.49724
H  -3.12651  1.63238  -2.36132
C  -3.29669  -4.05757  -2.78045
C  -3.25863  -5.28545  -1.89295
O  -3.08017  -4.71599  -0.58960
C  -3.54260  -3.44520  -0.61635
O  -3.68602  -2.76307  0.34957
O  -3.81358  -3.06111  -1.88006
H  -3.94588  -4.16286  -3.64055
H  -2.31051  -3.75076  -3.11474
H  -4.19721  -5.84247  -1.90368
H  -2.44032  -5.96064  -2.12687
C  -4.01067  -2.07336  -8.18318
C  -4.90224  -1.69490  -7.01675
O  -4.39382  -2.52830  -5.96827
C  -3.11258  -2.85039  -6.26470
O  -2.36702  -3.39072  -5.51247
O  -2.80435  -2.47505  -7.52343
H  -3.81272  -1.24983  -8.86317
H  -4.39902  -2.92175  -8.74838
H  -4.78508  -0.65129  -6.72160
H  -5.95439  -1.90294  -7.18884
C  4.76079  0.09302  2.00592
C  3.87673  0.61131  3.11479
O  4.45542  0.00047  4.27437
C  5.75078  -0.29276  3.99615
O  6.54332  -0.65176  4.80417
O  6.00808  -0.12176  2.67818
H  4.87898  0.80186  1.19130
H  4.41151  -0.86033  1.60512
H  3.93162  1.69579  3.22096
H  2.83573  0.32039  2.99883
C  3.33200  0.39814  8.91877
C  3.36109  0.31221  7.40674
O  1.96787  0.23885  7.08230
C  1.26201  0.78807  8.09968
O  0.10072  1.02953  8.06433
O  2.06804  1.02420  9.16366
H  4.13822  0.99674  9.33362
H  3.33467  -0.58482  9.39291
H  3.78246  1.20562  6.94441
H  3.88669  -0.56023  7.03043
C  2.86704  4.41646  -3.45298
C  3.17927  4.58887  -1.98039
O  4.05115  5.72341  -1.98750
C  3.80868  6.44214  -3.11084
O  4.24574  7.52196  -3.33171
O  2.99465  5.75198  -3.94878
H  1.86664  4.03560  -3.64077
H  3.59402  3.78124  -3.96208
H  2.29282  4.82767  -1.39054
H  3.67587  3.72674  -1.54393

DFT total energy = -2783.0522 a.u.
SMILES = CCON(CCCCN)S(=O)(=O)F.O=C1OCCO1.O=C1OCCO1.O=C1OCCO1.O=C1OCCO1.O=C1OCCO1
LUMO energy = 0.0023 Eh
Frontier orbital gap = 9.6 eV

***

Record 2
The following is a DFT calculation (the ωB97M-V functional and the def2-TZVPD basis) of 5 unconnected molecules or ions with the total composition C21H35INO18S4 in a non-equilibrium geometry.

CARTESIAN COORDINATES (ANGSTROEM)
C  0.32233  5.94340  -0.06990
C  -1.05639  5.19350  -0.01625
C  -1.61871  5.12971  1.42047
C  -2.93056  4.28940  1.50363
C  -2.76674  2.87903  0.92580
C  -1.57029  2.20051  1.07086
N  -1.37160  0.96860  0.58496
C  -0.06819  0.26618  0.71824
I  0.47807  -0.82321  -1.08137
C  1.12175  1.18534  1.04442
C  1.40373  2.28725  -0.02863
C  -2.38677  0.34811  -0.03528
C  -3.60083  0.94718  -0.22520
C  -3.80734  2.24718  0.24548
C  -5.13851  2.91071  -0.01667
O  -5.37843  3.23116  -1.16413
O  -6.02379  3.13201  0.96563
H  0.21214  6.75561  -0.79545
H  0.63511  6.31736  0.91340
H  1.07468  5.25762  -0.47390
H  -0.87793  4.19635  -0.44369
H  -1.78498  5.70706  -0.66164
H  -0.86590  4.70940  2.11249
H  -1.81780  6.15327  1.76350
H  -3.25990  4.18875  2.54855
H  -3.66918  4.84893  0.91038
H  -0.78919  2.72806  1.61084
H  -0.17151  -0.46626  1.53047
H  1.03625  1.65933  2.03531
H  2.02021  0.55470  1.07035
H  2.47213  2.45534  -0.19146
H  0.85712  2.11758  -0.96608
H  1.01017  3.24006  0.36218
H  -2.29133  -0.66732  -0.41533
H  -4.40221  0.43916  -0.75801
H  -6.72488  3.65862  0.54185
C  -0.25260  -5.73805  -0.58462
C  -1.12634  -6.10582  0.59220
O  -0.60562  -5.33660  1.68926
S  -0.03362  -3.94939  1.13878
O  -1.02615  -2.94079  1.31904
O  1.29507  -3.78987  1.60451
O  0.00576  -4.33203  -0.42145
H  0.70229  -6.26636  -0.55289
H  -0.73794  -5.93001  -1.53810
H  -1.09907  -7.16699  0.81793
H  -2.16112  -5.80009  0.42637
C  3.22000  8.83380  -3.65423
C  3.24902  9.07982  -2.16066
O  2.57742  7.94518  -1.59535
S  2.85893  6.65353  -2.50846
O  3.92172  5.91640  -1.92706
O  1.61502  6.05892  -2.84228
O  3.42348  7.42226  -3.79736
H  2.24609  9.08355  -4.08035
H  3.99591  9.38426  -4.18000
H  2.74674  10.00147  -1.87918
H  4.27233  9.09316  -1.77939
C  -1.43806  -9.23277  5.47655
C  -0.44238  -8.41584  4.68065
O  -0.58988  -8.88141  3.33345
S  -2.11937  -9.31147  3.08304
O  -2.79126  -8.22668  2.45213
O  -2.13425  -10.62392  2.55679
O  -2.57949  -9.35751  4.61888
H  -1.05622  -10.23420  5.68473
H  -1.71614  -8.75099  6.41051
H  0.57981  -8.55289  5.02321
H  -0.69299  -7.35256  4.70202
C  3.87723  -2.75365  -2.87422
C  2.44160  -3.14425  -3.15782
O  2.50018  -3.90489  -4.36352
S  3.89591  -4.71126  -4.41666
O  3.66889  -6.03287  -3.95901
O  4.52537  -4.43183  -5.65161
O  4.64730  -3.89760  -3.24776
H  4.19002  -1.91135  -3.49579
H  4.04159  -2.50994  -1.82687
H  1.79067  -2.27993  -3.28288
H  2.04342  -3.78814  -2.36836

DFT total energy = -4120.3954 a.u.
LUMO energy = -0.1531 Eh
Frontier orbital gap = 8.7 eV
Net charge = +1

***

Record 3
The following is a DFT calculation (the ωB97M-V functional and the def2-TZVPD basis) of 2 unconnected molecules or ions with the total composition C21H35N7O3P2 in a non-equilibrium geometry.

CARTESIAN COORDINATES (ANGSTROEM)
C  1.66074  -4.67480  4.22099
C  0.71911  -4.23878  3.23341
C  1.06272  -3.14831  2.09815
N  0.33176  -1.92738  2.18342
C  0.77119  -1.09201  1.09484
C  0.05125  0.30051  0.96822
C  -1.09935  0.65488  2.04403
C  -2.54615  0.18300  1.48616
N  -2.89992  0.86569  0.20583
N  -2.69243  -1.28971  1.37909
N  -3.58356  0.64180  2.51484
C  0.36336  1.33278  -0.13701
N  -0.42036  2.57279  -0.15870
C  0.32883  3.64130  0.02023
C  1.48926  3.82328  1.10120
C  0.05683  4.86646  -1.00254
C  1.49458  1.00039  -1.18062
N  1.76240  2.03864  -2.17257
C  1.14641  1.82826  -3.50465
C  0.42515  0.42422  -3.73978
C  2.24241  -0.37315  -1.09540
P  3.56081  -0.89960  -2.31236
C  5.12264  -1.57225  -1.41189
C  4.22078  0.49374  -3.39346
C  1.86005  -1.39949  0.04223
N  2.55167  -2.64661  0.02959
C  2.12778  -3.54755  1.06421
P  2.95053  -5.25207  1.08997
O  1.94727  -6.41133  1.33872
H  2.66974  -5.14880  3.99681
H  1.35994  -4.57373  5.32028
H  -0.30835  -4.72655  3.25131
H  -1.10115  1.77945  2.23923
H  -0.89193  0.14896  3.05242
H  -3.51275  0.28277  -0.38078
H  -3.43239  1.71039  0.45032
H  -2.20509  -1.76026  2.15537
H  -3.70029  -1.48732  1.54610
H  -3.27106  0.18627  3.38880
H  -3.40904  1.65864  2.63833
H  1.93247  4.87537  0.94110
H  2.32183  3.08940  0.82559
H  1.14704  3.75672  2.18237
H  -0.92737  4.63124  -1.55504
H  0.03560  5.88122  -0.48563
H  0.87010  4.79452  -1.81857
H  2.72702  2.37080  -2.19103
H  0.32546  2.63677  -3.62852
H  1.92103  2.08402  -4.32429
H  -0.09445  0.49235  -4.77017
H  -0.39038  0.16880  -2.99203
H  1.21276  -0.40764  -3.84819
H  5.20397  -1.11556  -0.35969
H  5.03679  -2.70439  -1.33956
H  6.05956  -1.27769  -2.00570
H  3.56858  0.75986  -4.28449
H  5.22129  0.12059  -3.83618
H  4.50851  1.39805  -2.74182
H  4.05366  -5.29965  2.00161
H  3.48291  -5.47582  -0.24171
O  -7.54211  1.52242  1.49670
C  -6.63474  1.20308  0.57892
C  -7.21931  0.03299  -0.37656
O  -6.30668  -0.29908  -1.28383
H  -5.66265  0.82953  0.94354
H  -6.31194  2.01101  -0.10765
H  -8.18467  0.42176  -0.75513
H  -7.55770  -0.76517  0.31163

DFT total energy = -2112.3743 a.u.
LUMO energy = 0.0996 Eh
Frontier orbital gap = 1.6 eV
Net charge = -2

***

Record 4
The following is a DFT calculation (the ωB97M-V functional and the def2-TZVPD basis) of 5 unconnected molecules or ions with the total composition C21H35NO6 in a non-equilibrium geometry.

CARTESIAN COORDINATES (ANGSTROEM)
C  -0.98299  -3.24683  0.45021
C  -0.46587  -1.83717  0.30640
C  0.69328  -1.62730  -0.41106
C  1.18566  -0.36611  -0.58727
C  0.57440  0.72739  -0.03265
C  -0.58118  0.55227  0.68654
C  -1.07923  -0.71939  0.83921
C  -2.38786  -0.90114  1.60145
O  -3.42189  -1.39021  0.69166
C  -3.47186  -0.67467  -0.47356
N  -3.02043  -1.17851  -1.67037
O  -3.95879  0.44911  -0.44357
H  -0.68693  -3.88387  -0.38566
H  -0.54217  -3.69996  1.34886
H  -2.06317  -3.29625  0.58316
H  1.20018  -2.47201  -0.86758
H  2.08191  -0.17459  -1.17044
H  0.94532  1.74345  -0.15611
H  -1.14134  1.36211  1.14056
H  -2.76002  0.06612  1.95013
H  -2.28626  -1.61890  2.41308
H  -3.59162  -0.89081  -2.44938
H  -2.83600  -2.17446  -1.65798
C  -6.73213  -2.18905  -1.02974
C  -6.77139  -3.69199  -1.14269
O  -5.84306  -4.31346  -1.60692
C  -8.01775  -4.38714  -0.65165
H  -5.78306  -1.82752  -1.41700
H  -7.54212  -1.74855  -1.61338
H  -6.82164  -1.89112  0.01590
H  -8.88485  -4.04199  -1.21693
H  -8.16522  -4.18270  0.40989
H  -7.91106  -5.46086  -0.79180
C  -0.54017  4.99254  2.32449
C  0.58058  4.08926  1.87284
O  0.78870  3.87689  0.69868
C  1.43671  3.45757  2.93869
H  -1.06982  5.37463  1.45402
H  -1.24128  4.43414  2.94686
H  -0.13599  5.83396  2.88928
H  0.82603  2.83189  3.59208
H  1.93319  4.23111  3.52634
H  2.19470  2.83649  2.46886
C  6.40693  0.47033  2.62882
C  5.28022  1.45920  2.45766
O  4.89074  2.14202  3.37808
C  4.65312  1.56046  1.08863
H  6.76099  0.50111  3.65746
H  6.05473  -0.53798  2.40634
H  7.23249  0.72673  1.96326
H  4.22467  0.59948  0.79980
H  5.40066  1.86433  0.35467
H  3.86005  2.30580  1.11119
C  4.14576  1.84714  -3.38596
C  4.36937  0.36852  -3.18426
O  4.78863  -0.06927  -2.13757
C  4.04589  -0.54019  -4.34463
H  4.41641  2.38084  -2.47703
H  4.76679  2.21015  -4.20645
H  3.09451  2.03907  -3.60704
H  4.66260  -0.27946  -5.20613
H  2.99038  -0.44953  -4.60646
H  4.25158  -1.57111  -4.06380

DFT total energy = -1327.3852 a.u.
SMILES = Cc1ccccc1COC(N)=O.CC(C)=O.CC(C)=O.CC(C)=O.CC(C)=O
LUMO energy = 0.0260 Eh
Frontier orbital gap = 9.7 eV

***

Record 5
The following is a DFT calculation (the ωB97M-V functional and the def2-TZVPD basis) of a molecular structure, C21H36As3N4O2RhSSbSe4 in a non-equilibrium geometry.

CARTESIAN COORDINATES (ANGSTROEM)
Rh  0.83500  0.32762  -0.02184
Se  2.65651  -0.69594  1.11205
Sb  4.19328  0.19969  -0.84880
Se  2.21839  2.05524  -1.09411
Se  2.69096  2.26186  -3.25951
Se  6.02093  1.36550  0.21966
C  -1.63019  -2.24865  2.55006
As  -1.28146  -1.16294  0.93809
C  -2.87486  -0.01167  0.91225
C  -1.97747  -2.68537  -0.20026
C  -1.93614  -2.68562  -1.73204
C  -2.71534  -1.48686  -2.25339
C  -0.48848  -2.66776  -2.22773
As  0.50238  -0.95554  -2.23134
C  -0.03310  -0.19904  -3.96521
C  2.17318  -1.75847  -2.92540
C  -2.58535  -4.01359  -2.16406
As  -3.07372  -4.59548  -4.02406
C  -4.79448  -3.63799  -4.20921
C  -2.08528  -3.50712  -5.35049
H  -2.57249  -1.94781  3.00524
H  -0.82421  -2.11582  3.26929
H  -1.68553  -3.30915  2.29823
H  -3.76326  -0.55840  0.59030
H  -2.71813  0.83917  0.24581
H  -3.03362  0.38520  1.91344
H  -3.01763  -2.82541  0.12469
H  -1.41759  -3.56644  0.14509
H  -2.27126  -0.56746  -1.85092
H  -3.75900  -1.53801  -1.94006
H  -2.68031  -1.44566  -3.33986
H  -0.45653  -3.04141  -3.25648
H  0.10530  -3.36375  -1.61678
H  -0.00736  -0.97651  -4.72933
H  0.68080  0.58408  -4.23480
H  -1.02376  0.24946  -3.93580
H  1.91903  -2.49773  -3.69383
H  2.72784  -2.26105  -2.12001
H  2.80320  -0.97696  -3.37546
H  -3.53783  -4.13341  -1.62850
H  -1.93485  -4.81889  -1.79942
H  -5.43469  -3.85041  -3.35334
H  -5.30599  -3.99240  -5.10515
H  -4.66770  -2.56055  -4.29143
H  -1.04390  -3.81902  -5.42163
H  -2.12719  -2.43726  -5.16526
H  -2.55472  -3.70395  -6.31622
N  5.79275  4.97362  4.17226
C  4.61678  4.66656  3.51402
C  4.66541  4.02587  2.27695
C  3.49693  3.72894  1.60900
C  2.26790  4.06674  2.13872
C  2.20866  4.76541  3.33248
C  3.37107  5.06266  4.01454
S  0.72320  3.60313  1.34745
O  0.88543  3.82711  -0.08657
O  -0.35490  4.36000  1.91906
N  0.38392  1.99142  1.47176
C  0.12970  1.66779  2.73884
N  0.64223  2.48773  3.67092
C  0.36227  2.25185  4.92615
C  -0.45554  1.20307  5.31987
C  -0.92193  0.39974  4.29505
N  -0.62812  0.58723  3.02250
H  6.59232  4.44529  3.85639
H  5.73165  5.07859  5.17266
H  5.61041  3.72383  1.84413
H  3.58851  3.24891  0.64301
H  1.24128  5.06243  3.70765
H  3.32381  5.60509  4.94953
H  0.80693  2.93406  5.64328
H  -0.70103  1.00751  6.35059
H  -1.59305  -0.42292  4.50726

DFT total energy = -18253.3951 a.u.
LUMO energy (alpha / beta) = 0.0418 / 0.0378 Eh
Frontier orbital gap (alpha / beta) = 5.0 / 4.8 eV
Net charge = -1

***

Record 6
The following is a DFT calculation (the ωB97M-V functional and the def2-TZVPD basis) of a molecular structure, C21H36AuN6PSb in a non-equilibrium geometry.

CARTESIAN COORDINATES (ANGSTROEM)
Au  -0.05120  -0.25400  -0.08810
C  0.05630  3.79100  3.68130
N  0.01730  3.25520  2.34420
C  0.02700  3.95040  1.18430
C  -0.00460  3.02570  0.16520
N  -0.03430  1.79070  0.71080
C  -0.02640  1.94090  2.03570
P  -0.04060  0.65450  3.34300
C  1.40440  -0.26560  2.68680
N  1.63440  -0.60170  1.41780
C  2.88790  -1.09490  1.34680
C  3.43860  -1.06440  2.59870
N  2.50480  -0.53550  3.42520
C  2.68600  -0.38450  4.84470
C  -1.46820  -0.30120  2.69450
N  -1.71250  -0.60910  1.42050
C  -2.95300  -1.13310  1.35610
C  -3.48200  -1.15240  2.61750
N  -2.54770  -0.62350  3.44560
C  -2.72170  -0.48470  4.86970
H  0.05940  4.87860  3.63960
H  0.95950  3.45550  4.19750
H  -0.81950  3.46250  4.24560
H  0.05810  5.02310  1.14730
H  -0.00260  3.19710  -0.89270
H  3.31780  -1.39570  0.41510
H  4.40480  -1.36910  2.94680
H  3.71940  -0.10150  5.04610
H  2.48550  -1.32980  5.35380
H  2.01920  0.37880  5.24390
H  -3.39450  -1.41250  0.42030
H  -4.44050  -1.48960  2.95920
H  -3.73960  -0.15640  5.08090
H  -2.02210  0.24550  5.27230
H  -2.55990  -1.43750  5.37770
C  1.00880  -4.65310  1.03180
C  -0.13500  -4.72950  0.06290
C  -1.48210  -4.66100  0.72240
Sb  0.00500  -2.87630  -1.29840
C  -1.55360  -3.59510  -2.94920
C  -1.74350  -5.07400  -2.92470
C  -2.80320  -2.78710  -2.80290
C  2.17450  -3.12970  -1.99110
C  2.41060  -4.54330  -2.44730
C  2.41510  -2.10940  -3.07450
H  0.95200  -5.51840  1.69710
H  0.94790  -3.75850  1.64940
H  1.98390  -4.69000  0.55180
H  -0.04850  -5.58160  -0.61240
H  -1.57080  -3.77780  1.35280
H  -1.60480  -5.53870  1.36050
H  -2.30630  -4.67440  0.01240
H  -0.93450  -3.26680  -3.78710
H  -2.38570  -5.40740  -2.11140
H  -0.81120  -5.63640  -2.92370
H  -2.26830  -5.34970  -3.84640
H  -3.41550  -3.11980  -1.96570
H  -3.41580  -2.92760  -3.69780
H  -2.60010  -1.71980  -2.72120
H  2.74840  -2.89900  -1.09080
H  1.80980  -4.79190  -3.31920
H  2.25570  -5.28540  -1.66590
H  3.45560  -4.62590  -2.75580
H  1.85780  -2.34850  -3.97840
H  3.47310  -2.12890  -3.34380
H  2.18260  -1.09130  -2.75980

DFT total energy = -1866.5710 a.u.
LUMO energy (alpha / beta) = -0.4585 / -0.4593 Eh
Frontier orbital gap (alpha / beta) = 4.8 / 4.7 eV
Net charge = +3